Below is a 8-piece molecular cluster, C17H49F3N11O10S overall at a distorted geometry, with properties calculated with ωB97M-V with the def2-TZVPD basis set.

Element x y z (Å)
C1 2.27 2.07 0.63
F1 1.95 1.99 -0.68
F2 3.29 2.88 0.78
F3 1.30 2.60 1.34
S1 2.81 0.29 1.18
O1 4.20 0.13 0.69
O2 2.76 0.26 2.62
O3 1.93 -0.68 0.53
C2 -4.92 1.95 3.24
O4 -4.65 0.79 2.97
N1 -4.19 2.91 2.76
N2 -5.91 2.31 4.00
H1 -3.28 2.74 2.36
H2 -4.53 3.84 2.98
H3 -6.14 3.25 4.29
H4 -6.34 1.62 4.61
C3 6.15 -3.39 4.86
O5 7.16 -3.93 5.38
N3 5.49 -2.43 5.40
N4 5.69 -3.53 3.66
H5 4.69 -2.10 4.88
H6 5.58 -2.33 6.40
H7 5.26 -2.80 3.12
H8 5.94 -4.36 3.14
C4 9.88 0.82 0.67
O6 11.04 1.09 0.35
N5 8.84 1.65 0.68
N6 9.47 -0.42 0.87
H9 9.02 2.62 0.47
H10 7.92 1.41 1.02
H11 8.49 -0.65 0.89
H12 10.16 -1.15 0.78
C5 5.87 2.02 -3.94
O7 6.41 1.99 -5.02
N7 5.99 3.14 -3.27
N8 5.45 1.02 -3.22
H13 5.92 3.13 -2.26
H14 6.39 3.93 -3.76
H15 5.19 0.16 -3.68
H16 5.31 1.18 -2.24
C6 -5.11 -5.93 5.16
C7 -4.07 -5.07 5.88
C8 -2.69 -5.17 5.28
O8 -1.93 -4.25 6.08
C9 -0.99 -3.54 5.29
N9 -4.60 -3.75 5.82
H17 -5.19 -5.67 4.10
H18 -6.09 -5.75 5.59
H19 -4.95 -7.01 5.13
H20 -4.04 -5.33 6.94
H21 -2.65 -5.01 4.21
H22 -2.38 -6.19 5.52
H23 -1.43 -2.93 4.51
H24 -0.31 -4.25 4.81
H25 -0.46 -2.89 5.98
H26 -4.68 -3.45 4.86
H27 -3.83 -3.19 6.15
C10 -5.83 3.16 -5.59
C11 -6.16 3.28 -4.11
C12 -5.18 4.24 -3.26
O9 -3.84 3.87 -3.36
C13 -2.97 4.76 -2.59
N10 -7.47 3.84 -4.10
H28 -6.12 4.01 -6.21
H29 -6.32 2.27 -6.01
H30 -4.75 3.04 -5.68
H31 -6.13 2.28 -3.68
H32 -5.48 4.23 -2.21
H33 -5.30 5.27 -3.59
H34 -3.04 5.77 -2.98
H35 -1.94 4.43 -2.51
H36 -3.27 4.89 -1.55
H37 -8.04 3.06 -4.40
H38 -7.38 4.46 -4.89
C14 0.65 -2.53 -3.81
C15 -0.18 -1.17 -3.77
C16 -0.99 -0.87 -5.09
O10 -0.15 -0.26 -6.14
C17 0.19 1.04 -5.82
N11 -1.15 -1.37 -2.68
H39 -0.03 -3.30 -4.16
H40 0.95 -2.87 -2.82
H41 1.54 -2.46 -4.42
H42 0.52 -0.34 -3.65
H43 -1.70 -0.12 -4.74
H44 -1.49 -1.77 -5.44
H45 -0.06 1.29 -4.79
H46 -0.42 1.72 -6.42
H47 1.24 1.32 -5.86
H48 -1.62 -0.49 -2.54
H49 -0.48 -1.32 -1.92

The HOMO energy is -0.241 Eh. The relative energy (zero: lowest compared OMol25 entry of this formula, charge and spin) comes out at 126.6 kcal per mole. As for the LUMO energy: 1.81 eV. The net charge is -1. The strongest force on any atom comes out at 6.13 eV/Å.

Below is one molecule with the formula C4H6O2, with properties calculated with ωB97M-V with the def2-TZVPD basis set.

Element x y z (Å)
O1 -0.70 -0.80 2.03
C1 -0.18 -1.47 1.15
C2 -0.47 -1.65 -0.28
C3 -0.41 1.29 -0.23
C4 0.68 0.39 -0.79
O2 0.07 -0.89 -1.17
H1 0.53 -2.30 1.39
H2 -1.38 0.86 -0.50
H3 -0.38 1.33 0.86
H4 -0.37 2.30 -0.65
H5 1.49 0.19 -0.08
H6 1.12 0.76 -1.72

The HOMO energy is -0.324 Eh. The relative energy (zero: lowest compared OMol25 entry of this formula, charge and spin) comes out at 92.3 kcal per mole. As for the LUMO energy: 0.24 eV. The net charge is 0. The strongest force on any atom comes out at 0.79 eV/Å.

Below is one molecule with the formula C4H9NO2, with properties calculated with ωB97M-V with the def2-TZVPD basis set.

Element x y z (Å)
C1 -2.49 0.14 -0.19
C2 -1.00 0.41 -0.25
C3 -0.23 -0.36 0.81
O1 1.11 0.13 0.81
C4 1.99 -0.53 0.02
N1 2.92 0.35 -0.44
O2 1.95 -1.72 -0.22
H1 -2.89 0.42 0.80
H2 -3.03 0.72 -0.95
H3 -2.71 -0.92 -0.35
H4 -0.59 0.15 -1.24
H5 -0.79 1.47 -0.09
H6 -0.62 -0.17 1.81
H7 -0.21 -1.44 0.61
H8 3.72 0.00 -0.94
H9 2.86 1.34 -0.21

The HOMO energy is -0.383 Eh. The relative energy (zero: lowest compared OMol25 entry of this formula, charge and spin) comes out at 6.2 kcal per mole. As for the SMILES: CCCOC(N)=O. As for the LUMO energy: 0.95 eV. The net charge is 0. The strongest force on any atom comes out at 0.69 eV/Å.

Below is an isolated ion of composition C3H9N2 and charge +1 at a distorted geometry, with properties calculated with ωB97M-V with the def2-TZVPD basis set.

Element x y z (Å)
C1 -0.80 -1.36 0.79
N1 -0.06 -0.52 0.20
C2 1.41 -0.71 0.09
C3 -0.63 0.54 -0.69
N2 -0.05 1.81 -0.38
H1 -1.87 -1.19 0.77
H2 -0.37 -2.23 1.28
H3 1.65 -0.84 -0.96
H4 1.84 0.23 0.46
H5 1.69 -1.50 0.77
H6 -1.72 0.50 -0.58
H7 -0.39 0.26 -1.70
H8 0.20 2.31 -1.21
H9 -0.57 2.33 0.31

The HOMO energy is -0.536 Eh. The relative energy (zero: lowest compared OMol25 entry of this formula, charge and spin) comes out at 27.3 kcal per mole. As for the SMILES: C=[N+](C)CN. As for the LUMO energy: -4.79 eV. The net charge is +1. The strongest force on any atom comes out at 1.59 eV/Å.

Below is an isolated ion of composition C4H9N2O and charge +1 at a distorted geometry, with properties calculated with ωB97M-V with the def2-TZVPD basis set.

Element x y z (Å)
C1 -0.30 -1.55 -0.20
C2 -0.19 -0.02 0.12
C3 1.00 0.56 0.87
N1 -0.62 0.93 -1.06
C4 -1.54 0.56 0.04
N2 -2.71 -0.16 -0.35
O1 -3.51 -0.22 0.53
H1 -1.19 -1.88 -0.75
H2 -0.09 -1.95 0.78
H3 0.62 -1.76 -0.78
H4 0.62 0.82 1.81
H5 1.39 1.49 0.29
H6 1.89 -0.19 0.90
H7 -0.93 0.51 -1.93
H8 -0.18 1.84 -1.16
H9 -1.61 1.58 0.64

The HOMO energy is -0.530 Eh. The relative energy (zero: lowest compared OMol25 entry of this formula, charge and spin) comes out at 130.0 kcal per mole. As for the SMILES: CC1(C)[NH2+][C@H]1N=O. As for the LUMO energy: -5.18 eV. The net charge is +1. The strongest force on any atom comes out at 7.20 eV/Å.

Below is a 10-piece molecular cluster, C22H26Cl36O8P2S overall at a distorted geometry, with properties calculated with ωB97M-V with the def2-TZVPD basis set.

Element x y z (Å)
C1 -1.43 -3.50 1.97
C2 -0.61 -2.22 2.36
P1 -1.57 -0.65 2.47
C3 -3.25 -1.23 3.02
C4 -1.91 0.18 0.81
C5 -2.01 1.69 1.21
C6 -3.12 2.08 2.20
C7 -4.57 1.89 1.74
O1 -5.39 2.32 2.87
C8 -6.56 1.57 2.92
C9 -6.55 0.27 3.68
O2 -7.53 1.97 2.36
O3 -3.10 -0.31 0.13
S1 -3.19 0.50 -1.26
O4 -3.84 -0.22 -2.29
O5 -3.76 1.80 -1.14
O6 -1.59 0.68 -1.42
C10 -0.87 0.03 -0.34
C11 -0.41 -1.40 -0.73
C12 -0.32 -1.72 -2.23
C13 -1.68 -2.18 -2.85
O7 0.32 -0.72 -3.00
P2 0.75 0.90 0.04
O8 1.86 0.57 -0.87
H1 -2.16 -3.23 1.21
H2 -0.73 -4.21 1.56
H3 -1.95 -3.91 2.83
H4 -0.25 -2.41 3.37
H5 0.28 -2.13 1.74
H6 -3.10 -2.01 3.77
H7 -3.73 -1.71 2.16
H8 -3.88 -0.41 3.36
H9 -1.07 1.88 1.74
H10 -1.99 2.34 0.34
H11 -3.02 1.62 3.18
H12 -3.01 3.15 2.37
H13 -4.81 2.58 0.93
H14 -4.85 0.86 1.51
H15 -5.90 0.30 4.55
H16 -7.57 0.08 4.00
H17 -6.22 -0.54 3.03
H18 0.57 -1.57 -0.27
H19 -1.09 -2.12 -0.28
H20 0.32 -2.61 -2.31
H21 -1.98 -1.56 -3.69
H22 -2.42 -2.14 -2.06
H23 -1.63 -3.23 -3.14
H24 -0.24 -0.42 -3.71
H25 0.53 2.28 0.21
H26 1.10 0.41 1.33
Cl1 0.85 2.64 -2.77
C14 1.51 4.25 -2.47
Cl2 3.04 4.42 -3.33
Cl3 0.36 5.47 -3.05
Cl4 1.79 4.49 -0.74
Cl5 -0.45 -0.91 6.06
C15 -1.30 0.63 6.26
Cl6 -3.02 0.40 5.89
Cl7 -1.12 1.17 7.93
Cl8 -0.63 1.84 5.15
Cl9 0.93 -4.64 -0.66
C16 1.72 -5.97 0.20
Cl10 2.60 -5.33 1.59
Cl11 0.49 -7.11 0.76
Cl12 2.84 -6.81 -0.88
Cl13 -1.77 -2.54 -8.17
C17 -0.66 -1.53 -7.24
Cl14 -1.58 -0.27 -6.39
Cl15 0.19 -2.52 -6.05
Cl16 0.51 -0.77 -8.32
Cl17 6.36 5.27 -1.50
C18 7.41 4.93 -2.87
Cl18 6.43 4.73 -4.33
Cl19 8.55 6.27 -3.09
Cl20 8.32 3.44 -2.58
Cl21 5.73 -8.48 -1.65
C19 5.53 -9.97 -0.70
Cl22 4.34 -9.70 0.57
Cl23 4.99 -11.27 -1.76
Cl24 7.08 -10.40 0.02
Cl25 5.43 -3.35 0.07
C20 4.64 -2.83 -1.42
Cl26 5.84 -2.09 -2.49
Cl27 3.92 -4.23 -2.22
Cl28 3.39 -1.64 -1.04
Cl29 -3.96 6.27 6.46
C21 -2.98 5.12 7.37
Cl30 -1.30 5.68 7.39
Cl31 -3.58 5.00 9.02
Cl32 -3.05 3.54 6.60
Cl33 8.87 7.70 -8.19
C22 7.97 8.64 -7.00
Cl34 7.83 7.71 -5.50
Cl35 8.83 10.15 -6.67
Cl36 6.36 9.01 -7.63

The HOMO energy is -0.332 Eh. The relative energy (zero: lowest compared OMol25 entry of this formula, charge and spin) comes out at 0.0 kcal per mole. As for the SMILES: CCP(C)[C@]1(CCCOC(C)=O)OS(=O)(=O)O[C@@]1(C[C@@H](C)O)[PH2]=O.ClC(Cl)(Cl)Cl.ClC(Cl)(Cl)Cl.ClC(Cl)(Cl)Cl.ClC(Cl)(Cl)Cl.ClC(Cl)(Cl)Cl.ClC(Cl)(Cl)Cl.ClC(Cl)(Cl)Cl.ClC(Cl)(Cl)Cl.ClC(Cl)(Cl)Cl. As for the LUMO energy: -0.22 eV. The net charge is 0. The strongest force on any atom comes out at 1.61 eV/Å.

Below is a 3-piece molecular cluster, C34H55ClFN3O7 overall at a distorted geometry, with properties calculated with ωB97M-V with the def2-TZVPD basis set.

Element x y z (Å)
C1 3.20 1.87 2.95
C2 2.55 0.63 2.31
C3 1.07 0.45 2.67
Cl1 1.05 -0.56 4.18
C4 0.21 -0.20 1.55
C5 0.94 -1.30 0.76
C6 1.25 -2.58 1.54
C7 1.33 -3.78 0.56
F1 2.48 -2.55 2.19
O1 -0.89 -0.80 2.29
C8 -1.79 -1.17 1.32
O2 -2.55 -2.09 1.38
O3 -1.64 -0.27 0.28
C9 -0.69 0.71 0.68
C10 -1.34 1.97 1.33
C11 -2.70 1.72 1.98
C12 -3.80 1.35 1.24
C13 -5.02 1.13 1.80
C14 -5.21 1.28 3.15
C15 -4.14 1.68 3.90
C16 -2.90 1.90 3.34
C17 -1.82 2.36 4.31
C18 0.10 1.24 -0.50
C19 1.02 2.27 -0.38
C20 1.71 2.70 -1.48
N1 1.61 2.28 -2.75
C21 0.69 1.31 -2.81
C22 -0.05 0.75 -1.79
H1 3.17 1.80 4.04
H2 2.70 2.77 2.58
H3 4.24 1.90 2.62
H4 3.13 -0.24 2.60
H5 2.69 0.71 1.22
H6 0.69 1.42 2.99
H7 1.89 -0.94 0.36
H8 0.37 -1.60 -0.12
H9 0.50 -2.85 2.28
H10 0.65 -3.65 -0.29
H11 0.95 -4.67 1.08
H12 2.35 -3.99 0.25
H13 -0.71 2.48 2.05
H14 -1.51 2.68 0.52
H15 -3.66 1.20 0.18
H16 -5.82 0.81 1.14
H17 -6.19 1.07 3.56
H18 -4.29 1.82 4.96
H19 -2.06 2.00 5.31
H20 -1.89 3.46 4.37
H21 -0.81 2.11 4.00
H22 1.20 2.73 0.59
H23 2.44 3.49 -1.31
H24 0.51 0.91 -3.81
H25 -0.74 -0.05 -2.00
C23 -5.71 -5.64 2.59
O4 -5.01 -6.04 3.76
C24 -5.07 -7.43 4.04
C25 -3.73 -8.10 3.79
N2 -3.41 -8.16 2.37
C26 -2.03 -8.53 2.07
C27 -0.92 -7.62 2.58
O5 -0.87 -6.35 1.96
C28 -1.75 -5.38 2.49
H26 -5.76 -4.55 2.60
H27 -5.18 -5.95 1.68
H28 -6.72 -6.04 2.59
H29 -5.87 -7.92 3.47
H30 -5.31 -7.53 5.10
H31 -3.76 -9.12 4.19
H32 -2.98 -7.54 4.35
H33 -3.59 -7.25 1.96
H34 -1.95 -8.57 0.98
H35 -1.86 -9.55 2.44
H36 0.03 -8.10 2.33
H37 -0.92 -7.52 3.67
H38 -1.91 -5.49 3.56
H39 -2.71 -5.40 1.96
H40 -1.31 -4.39 2.31
C29 2.32 5.62 -3.69
O6 3.67 5.27 -3.90
C30 3.86 4.09 -4.69
C31 4.40 4.43 -6.06
N3 3.40 5.11 -6.88
C32 3.92 5.71 -8.11
C33 4.98 6.80 -7.98
O7 4.51 8.02 -7.42
C34 4.47 8.05 -6.00
H41 2.28 6.40 -2.92
H42 1.86 6.03 -4.60
H43 1.74 4.76 -3.34
H44 2.94 3.50 -4.75
H45 4.60 3.49 -4.16
H46 4.71 3.51 -6.56
H47 5.29 5.05 -5.92
H48 2.96 5.84 -6.33
H49 3.06 6.14 -8.63
H50 4.31 4.91 -8.74
H51 5.29 7.06 -9.00
H52 5.88 6.46 -7.46
H53 5.27 7.46 -5.55
H54 3.50 7.71 -5.63
H55 4.58 9.09 -5.69

The HOMO energy is -0.315 Eh. The relative energy (zero: lowest compared OMol25 entry of this formula, charge and spin) comes out at 20.9 kcal per mole. As for the SMILES: CC[C@H](Cl)[C@@]1(C[C@@H](C)F)OC(=O)O[C@]1(Cc1ccccc1C)c1ccncc1.COCCNCCOC.COCCNCCOC. As for the LUMO energy: 0.32 eV. The net charge is 0. The strongest force on any atom comes out at 2.20 eV/Å.

Below is C7H6Br3NO3 as an isolated structure at a distorted geometry, with properties calculated with ωB97M-V with the def2-TZVPD basis set.

Element x y z (Å)
C1 0.95 1.61 0.89
C2 1.76 2.37 0.12
C3 0.82 0.97 -1.23
C4 0.32 0.69 0.01
C5 -0.35 -1.86 -0.13
C6 -0.70 -0.31 0.44
C7 -2.10 0.08 0.02
N1 1.06 -2.19 0.15
O1 1.53 -3.07 -0.52
O2 1.62 -1.59 1.03
O3 1.69 1.98 -1.16
Br1 -2.53 1.85 0.73
Br2 -3.43 -1.17 0.74
Br3 -2.33 0.15 -1.92
H1 0.80 1.68 1.95
H2 2.42 3.18 0.35
H3 0.65 0.53 -2.19
H4 -0.52 -1.93 -1.20
H5 -0.99 -2.57 0.40
H6 -0.67 -0.39 1.53

The HOMO energy is -0.335 Eh. The relative energy (zero: lowest compared OMol25 entry of this formula, charge and spin) comes out at 0.0 kcal per mole. As for the LUMO energy: -0.26 eV. The net charge is 0. The strongest force on any atom comes out at 3.17 eV/Å.

Number 1: electronic energy -2729.7024 hartree. Number 2: electronic energy -306.3591 hartree. Number 3: electronic energy -363.0757 hartree. Number 4: electronic energy -228.9433 hartree. Number 5: electronic energy -342.1502 hartree. Number 6: electronic energy -19103.4303 hartree. Number 7: electronic energy -2579.4435 hartree. Number 8: electronic energy -8272.7294 hartree.